Molecular formula: C41H83NO14S
Method: DFT, ωB97M-V/def2-TZVPD

Last columns: bonded neighbours and bond lengths (Å).
Geometry (Å):
1 S -1.1177 -2.9921 4.6924  O3 1.634, O12 1.417, O13 1.619, O14 1.433
2 O 0.4818 1.5529 0.6029  C33 1.234
3 O 0.3838 -3.5430 5.0273  S1 1.634, C21 1.420
4 O -5.9631 -2.7608 0.7638  C31 1.430, C46 1.410
5 O -1.6102 1.7928 -5.2253  C45 1.422, C56 1.423
6 O -1.3651 -2.8158 -1.2578  C17 1.426, C22 1.429
7 O -3.6244 0.3888 3.8257  C34 1.424, C55 1.418
8 O 6.5039 2.0701 -0.7147  C19 1.423, C41 1.420
9 O -0.5604 5.9537 -3.9624  C47 1.421, C49 1.445
10 O 3.3360 -1.6414 -3.2500  C20 1.409, C29 1.458
11 O 1.7666 -2.6174 1.0170  C54 1.452, C57 1.433
12 O -1.3466 -3.1552 3.3036  S1 1.417
13 O -0.7731 -1.4550 5.0683  S1 1.619, C39 1.424
14 O -2.0864 -3.4394 5.6493  S1 1.433
15 O 3.3259 4.4028 2.2369  C18 1.416, C25 1.433
16 N -0.8268 -0.2306 0.1871  C33 1.333, C48 1.446, H78 1.010
17 C -2.5103 -3.2772 -1.9721  O6 1.426, C42 1.537, H58 1.096, H111 1.092
18 C 3.7335 4.4498 3.5920  O15 1.416, C37 1.526, H95 1.093, H106 1.096
19 C 5.5351 3.0404 -0.3346  O8 1.423, C35 1.534, H125 1.086, H136 1.096
20 C 2.2341 -2.0320 -4.0357  O10 1.409, C28 1.517, H112 1.096, H135 1.101
21 C 1.0388 -2.6833 5.9489  O3 1.420, C39 1.532, H128 1.095, H130 1.086
22 C -0.9027 -3.7947 -0.3251  O6 1.429, C36 1.535, H139 1.097, H140 1.088
23 C 3.8646 -3.6810 -4.3259  C28 1.525, C29 1.542, H73 1.092, H118 1.091
24 C 0.1800 4.3710 -2.3248  C49 1.531, C50 1.525, H71 1.091, H104 1.096
25 C 2.4862 3.2597 2.0300  O15 1.433, C51 1.557, H65 1.085, H80 1.090
26 C -2.0004 -0.5380 -5.0599  C38 1.525, C45 1.546, H87 1.092, H114 1.090
27 C 2.6927 -0.7649 2.1791  C40 1.527, C54 1.517, H119 1.095, H134 1.098
28 C 2.7703 -2.9618 -5.1074  C20 1.517, C23 1.525, H105 1.093, H107 1.088
29 C 4.3792 -2.6587 -3.2932  O10 1.458, C23 1.542, H67 1.086, H101 1.087
30 C 4.5193 1.5187 -1.8651  C35 1.507, C41 1.548, H96 1.089, H100 1.096
31 C -6.7096 -2.3215 -0.3741  O4 1.430, C52 1.519, H94 1.099, H115 1.090
32 C -3.0134 1.3162 5.8948  C53 1.523, C55 1.536, H81 1.087, H97 1.097
33 C 0.0936 0.6673 -0.1637  O2 1.234, N16 1.333, C44 1.508
34 C -4.2212 -0.4789 4.7841  O7 1.424, C53 1.542, H70 1.092, H91 1.089
35 C 4.5632 2.9854 -1.5195  C19 1.534, C30 1.507, H98 1.093, H133 1.094
36 C -2.1160 -4.7106 -0.1136  C22 1.535, C42 1.503, H66 1.093, H85 1.087
37 C 2.5246 3.8859 4.3335  C18 1.526, C51 1.521, H84 1.093, H102 1.093
38 C -3.2061 0.2411 -4.5442  C26 1.525, C56 1.511, H61 1.092, H109 1.092
39 C 0.5501 -1.2825 5.5649  O13 1.424, C21 1.532, H137 1.086, H138 1.090
40 C 3.6807 -1.2203 1.1083  C27 1.527, C57 1.510, H69 1.086, H127 1.094
41 C 5.9708 1.0689 -1.5696  O8 1.420, C30 1.548, H117 1.089, H124 1.092
42 C -2.7515 -4.7118 -1.4761  C17 1.537, C36 1.503, H88 1.094, H92 1.091
43 C -5.1592 -0.5798 0.2572  C46 1.535, C52 1.516, H83 1.092, H126 1.089
44 C 0.6994 0.5409 -1.5388  C33 1.508, H59 1.085, H63 1.091, H121 1.096
45 C -1.2725 0.5661 -5.8614  O5 1.422, C26 1.546, H72 1.098, H99 1.092
46 C -5.4004 -1.6155 1.3644  O4 1.410, C43 1.535, H122 1.094, H129 1.099
47 C -0.2464 4.7232 -4.5992  O9 1.421, C50 1.523, H62 1.093, H68 1.092
48 C -1.4827 -0.1961 1.4750  N16 1.446, H77 1.083, H113 1.092, H132 1.097
49 C -0.2713 5.8160 -2.5534  O9 1.445, C24 1.531, H90 1.093, H108 1.090
50 C 0.7204 3.9712 -3.6934  C24 1.525, C47 1.523, H75 1.092, H116 1.090
51 C 2.1029 2.7281 3.4425  C25 1.557, C37 1.521, H103 1.088, H120 1.089
52 C -5.8575 -1.1971 -0.9379  C31 1.519, C43 1.516, H74 1.095, H82 1.093
53 C -4.2067 0.3853 6.0614  C32 1.523, C34 1.542, H79 1.095, H93 1.089
54 C 1.6940 -1.9021 2.2785  O11 1.452, C27 1.517, H76 1.092, H110 1.088
55 C -2.8688 1.4565 4.3722  O7 1.418, C32 1.536, H89 1.087, H123 1.093
56 C -2.5488 1.5531 -4.1830  O5 1.423, C38 1.511, H60 1.095, H64 1.097
57 C 2.7611 -1.9938 0.1945  O11 1.433, C40 1.510, H86 1.090, H131 1.095
58 H -3.3832 -2.6693 -1.7091  C17 1.096
59 H 1.7505 0.8106 -1.5392  C44 1.085
60 H -3.2604 2.3848 -4.1769  C56 1.095
61 H -3.9018 0.3117 -5.3829  C38 1.092
62 H 0.1970 4.8535 -5.5893  C47 1.093
63 H 0.5002 -0.4293 -1.9961  C44 1.091
64 H -2.0793 1.5637 -3.1915  C56 1.097
65 H 1.5672 3.5214 1.5169  C25 1.085
66 H -2.7373 -4.1505 0.5904  C36 1.093
67 H 5.2985 -2.2187 -3.6690  C29 1.086
68 H -1.1555 4.1331 -4.7297  C47 1.092
69 H 4.2284 -0.3986 0.6558  C40 1.086
70 H -3.6475 -1.3856 4.9865  C34 1.092
71 H 0.8390 4.2728 -1.4607  C24 1.091
72 H -0.2050 0.3193 -5.7896  C45 1.098
73 H 3.4411 -4.5440 -3.8080  C23 1.092
74 H -5.1586 -1.6725 -1.6343  C52 1.095
75 H 0.5968 2.8984 -3.8537  C50 1.092
76 H 1.9893 -2.6615 3.0058  C54 1.092
77 H -2.0866 -1.0618 1.7181  C48 1.083
78 H -1.0188 -1.0189 -0.4153  N16 1.010
79 H -5.1046 1.0116 6.0600  C53 1.095
80 H 3.0886 2.5099 1.5161  C25 1.090
81 H -3.0907 2.2375 6.4672  C32 1.087
82 H -6.3537 -0.4767 -1.5925  C52 1.093
83 H -4.0822 -0.4948 0.0994  C43 1.092
84 H 1.7614 4.6676 4.3521  C37 1.093
85 H -1.8758 -5.7187 0.2137  C36 1.087
86 H 3.2900 -2.7436 -0.3941  C57 1.090
87 H -1.3470 -0.8734 -4.2521  C26 1.092
88 H -2.2831 -5.4514 -2.1326  C42 1.094
89 H -1.8288 1.4153 4.0600  C55 1.087
90 H 0.5412 6.5173 -2.3460  C49 1.093
91 H -5.2641 -0.7457 4.6180  C34 1.089
92 H -3.8143 -4.9595 -1.4745  C42 1.091
93 H -4.2276 -0.2137 6.9711  C53 1.089
94 H -7.7238 -2.0186 -0.0780  C31 1.099
95 H 3.8691 5.5022 3.8535  C18 1.093
96 H 4.1257 1.3350 -2.8634  C30 1.089
97 H -2.1223 0.7940 6.2653  C32 1.097
98 H 3.5698 3.3830 -1.2948  C35 1.093
99 H -1.4620 0.6177 -6.9353  C45 1.092
100 H 3.8817 0.9466 -1.1811  C30 1.096
101 H 4.3349 -3.1096 -2.3054  C29 1.087
102 H 2.7211 3.6820 5.3893  C37 1.093
103 H 1.0290 2.5525 3.4495  C51 1.088
104 H -0.6977 3.7888 -2.0219  C24 1.096
105 H 3.2326 -2.4028 -5.9248  C28 1.093
106 H 4.6827 3.9449 3.8040  C18 1.096
107 H 2.0673 -3.6633 -5.5514  C28 1.088
108 H -1.1875 6.0672 -2.0194  C49 1.090
109 H -3.7260 -0.2817 -3.7392  C38 1.092
110 H 0.6890 -1.5328 2.4736  C54 1.088
111 H -2.3423 -3.1379 -3.0419  C17 1.092
112 H 1.7113 -1.1576 -4.4386  C20 1.096
113 H -0.7474 0.1034 2.2254  C48 1.092
114 H -2.2849 -1.4049 -5.6562  C26 1.090
115 H -6.8977 -3.1573 -1.0481  C31 1.090
116 H 1.7767 4.2311 -3.7601  C50 1.090
117 H 5.9954 0.0905 -1.0930  C41 1.089
118 H 4.6363 -4.0311 -5.0129  C23 1.091
119 H 2.2278 0.2008 1.9523  C27 1.095
120 H 2.6768 1.8232 3.6380  C51 1.089
121 H 0.1889 1.2870 -2.1577  C44 1.096
122 H -4.4771 -1.8961 1.8800  C46 1.094
123 H -3.3470 2.4110 4.1390  C55 1.093
124 H 6.5220 1.0652 -2.5127  C41 1.092
125 H 5.9324 4.0456 -0.2261  C19 1.086
126 H -5.5059 0.4301 0.4699  C43 1.089
127 H 4.3300 -1.9667 1.5755  C40 1.094
128 H 0.7161 -2.9129 6.9693  C21 1.095
129 H -6.0013 -1.2140 2.1923  C46 1.099
130 H 2.1158 -2.8193 5.9439  C21 1.086
131 H 2.1971 -1.3581 -0.4954  C57 1.095
132 H -2.1599 0.6639 1.5411  C48 1.097
133 H 4.9988 3.5420 -2.3539  C35 1.094
134 H 3.2022 -0.4865 3.1105  C27 1.098
135 H 1.4188 -2.5083 -3.4686  C20 1.101
136 H 4.9950 2.6775 0.5472  C19 1.096
137 H 0.5154 -0.6097 6.4164  C39 1.086
138 H 1.1571 -0.8943 4.7466  C39 1.090
139 H -0.0326 -4.3026 -0.7587  C22 1.097
140 H -0.5585 -3.3138 0.5880  C22 1.088

Its SMILES is O=S1(=O)OCCO1.CNC(C)=O.C1CCOC1.C1CCOC1.C1CCOC1.C1CCOC1.C1CCOC1.C1CCOC1.C1CCOC1.C1CCOC1.C1CCOC1. The value obtained for the HOMO energy is -0.33127 hartree. For the gap between HOMO and LUMO, the calculation gives 9.33 eV. The calculation puts the energy above the lowest of the compared OMol25 structures with the same formula, charge and spin at 0.0 kJ/mol.